# 1
{
  "formula": "C4H12",
  "method": "ωB97M-V/def2-TZVPD",
  "elements": ["C", "C", "H", "H", "H", "H", "H", "H", "C", "C", "H", "H", "H", "H", "H", "H"],
  "xyz": [[2.0040, -1.0551, 0.7216], [2.2339, 0.3343, 0.0367], [1.5298, -0.9546, 1.6929], [1.4273, -1.6365, 0.0099], [2.9659, -1.5379, 0.8729], [3.2925, 0.5475, -0.1171], [1.7654, 1.1480, 0.5830], [1.8514, 0.2809, -0.9816], [-2.1280, 1.0945, -0.2417], [-2.1141, -0.4170, -0.5188], [-1.1441, 1.5699, -0.2721], [-2.7846, 1.6624, -0.9012], [-2.5037, 1.3085, 0.7646], [-1.1368, -0.8341, -0.2886], [-2.4368, -0.6349, -1.5350], [-2.8221, -0.8757, 0.1746]],
  "nbo_charge": [-0.61, -0.61, 0.21, 0.20, 0.20, 0.20, 0.21, 0.20, -0.61, -0.61, 0.20, 0.20, 0.20, 0.21, 0.21, 0.20],
  "smiles": "CC.CC",
  "gap_ev": 12.91,
  "de_lowest_kj_mol": 29.5
}

---

# 2
{
  "formula": "C19H40BrO26PS6",
  "method": "ωB97M-V/def2-TZVPD",
  "elements": ["C", "C", "O", "O", "C", "C", "P", "C", "C", "C", "Br", "H", "H", "H", "H", "H", "H", "H", "H", "H", "H", "H", "H", "H", "H", "H", "H", "O", "S", "O", "O", "C", "C", "O", "H", "H", "H", "H", "O", "S", "O", "O", "C", "C", "O", "H", "H", "H", "H", "O", "S", "O", "O", "C", "C", "O", "H", "H", "H", "H", "O", "S", "O", "O", "C", "C", "O", "H", "H", "H", "H", "O", "S", "O", "O", "C", "C", "O", "H", "H", "H", "H", "O", "S", "O", "O", "C", "C", "O", "H", "H", "H", "H"],
  "xyz": [[3.5293, -1.3183, -2.8888], [3.0360, -0.0509, -3.5365], [3.6498, 0.4990, -4.3789], [1.8769, 0.3777, -3.0185], [1.0800, 1.1878, -3.8829], [0.1070, 1.9652, -2.9848], [-1.4107, 0.9196, -2.4423], [-2.9575, -0.0756, -1.8795], [-3.1026, -1.4597, -2.5415], [-4.1085, -1.4777, -3.6934], [-3.2899, -1.2371, -5.4431], [2.8809, -2.1608, -3.0845], [3.5994, -1.0912, -1.8190], [4.5401, -1.4654, -3.2356], [0.4803, 0.5844, -4.5660], [1.6527, 1.9112, -4.4484], [0.7036, 2.2679, -2.1272], [-0.2215, 2.8464, -3.5322], [-0.9735, -0.1734, -3.2536], [-2.2704, 1.9122, -2.9987], [-1.0254, 1.0420, -1.0688], [-2.9379, -0.1864, -0.7976], [-3.8582, 0.4853, -2.1199], [-3.4575, -2.1470, -1.7772], [-2.1553, -1.8551, -2.9113], [-4.8699, -0.7290, -3.5292], [-4.6210, -2.4295, -3.6869], [-4.0342, 3.4843, -0.4618], [-3.3461, 4.6720, -0.8145], [-3.9613, 5.7012, -1.5670], [-1.9649, 4.2571, -1.5187], [-0.8580, 4.8260, -0.8009], [-1.3413, 4.9358, 0.6269], [-2.7180, 5.3234, 0.5105], [-0.6397, 5.8071, -1.2251], [0.0175, 4.1906, -0.8936], [-0.7849, 5.6725, 1.1994], [-1.3006, 3.9709, 1.1377], [2.2153, -1.0671, 2.1533], [2.3346, -2.2815, 1.4252], [1.2215, -2.8911, 0.8033], [3.0628, -3.3542, 2.3678], [4.2540, -3.8389, 1.7305], [4.7156, -2.6916, 0.8582], [3.5031, -2.1242, 0.3408], [3.9908, -4.7141, 1.1334], [4.9931, -4.1175, 2.4767], [5.3578, -3.0166, 0.0441], [5.2279, -1.9246, 1.4433], [4.3859, -4.8812, -3.3419], [3.2956, -5.7620, -3.5627], [3.0766, -6.9083, -2.7629], [3.3076, -6.1921, -5.1080], [2.0647, -5.8368, -5.7282], [1.5845, -4.6248, -4.9589], [1.9402, -4.9030, -3.5980], [1.3752, -6.6767, -5.6214], [2.2187, -5.6257, -6.7829], [0.5125, -4.4701, -5.0451], [2.1098, -3.7195, -5.2726], [3.8202, 6.1410, 1.5324], [2.7049, 6.8095, 0.9776], [1.8954, 6.2159, -0.0236], [3.1785, 8.2580, 0.4800], [2.4057, 9.2789, 1.1247], [2.0158, 8.6799, 2.4595], [1.7439, 7.3030, 2.1655], [1.5282, 9.4862, 0.5088], [2.9961, 10.1848, 1.2312], [1.1394, 9.1544, 2.8916], [2.8415, 8.7207, 3.1729], [0.0172, -1.1646, 7.9449], [-0.5055, -0.5546, 6.7758], [-1.2910, 0.6229, 6.8368], [-1.2958, -1.6720, 5.9406], [-0.7418, -1.7805, 4.6173], [0.7090, -1.3866, 4.7745], [0.6864, -0.3137, 5.7328], [-1.2730, -1.0888, 3.9646], [-0.8622, -2.7918, 4.2428], [1.1538, -1.0584, 3.8357], [1.3020, -2.2046, 5.1938], [-5.2377, -1.9402, 2.0782], [-4.4050, -2.6006, 3.0124], [-2.9947, -2.6225, 2.8760], [-4.9387, -4.1038, 3.1917], [-5.2527, -4.3523, 4.5681], [-5.6498, -3.0003, 5.1216], [-4.7550, -2.0798, 4.4871], [-4.3574, -4.7371, 5.0609], [-6.0519, -5.0848, 4.6442], [-5.5473, -2.9429, 6.2015], [-6.6710, -2.7364, 4.8374]],
  "mulliken_charge": [-0.49, 0.53, -0.57, -0.08, -0.88, -0.81, 1.01, -1.09, -0.43, -0.70, -0.23, 0.04, 0.10, 0.39, 0.42, 0.40, 0.23, 0.54, -0.44, -0.09, -0.10, 0.47, 0.44, 0.28, 0.30, 0.39, 0.43, -0.52, 1.04, -0.56, -0.25, -0.13, -0.24, -0.34, 0.25, 0.23, 0.17, 0.33, -0.66, 1.07, -0.52, -0.29, -0.39, -0.39, -0.20, 0.30, 0.31, 0.33, 0.29, -0.52, 1.10, -0.56, -0.32, -0.36, -0.32, -0.24, 0.30, 0.30, 0.36, 0.26, -0.56, 1.08, -0.45, -0.32, -0.32, -0.32, -0.32, 0.27, 0.31, 0.32, 0.29, -0.56, 1.07, -0.54, -0.30, -0.34, 0.06, -0.34, 0.33, 0.32, 0.11, 0.29, -0.57, 1.08, -0.42, -0.32, -0.31, -0.35, -0.29, 0.26, 0.31, 0.32, 0.28],
  "smiles": "CC(=O)OCC[PH3]CCCBr.O=S1(=O)OCCO1.O=S1(=O)OCCO1.O=S1(=O)OCCO1.O=S1(=O)OCCO1.O=S1(=O)OCCO1.O=S1(=O)OCCO1",
  "gap_ev": 8.30
}

---

# 3
{
  "formula": "C18H26F6O8",
  "method": "ωB97M-V/def2-TZVPD",
  "elements": ["C", "C", "C", "C", "C", "C", "C", "O", "C", "C", "O", "C", "O", "O", "H", "H", "H", "H", "H", "H", "H", "H", "H", "H", "H", "H", "H", "H", "H", "H", "C", "C", "O", "C", "O", "C", "F", "F", "F", "H", "H", "H", "H", "H", "C", "C", "O", "C", "O", "C", "F", "F", "F", "H", "H", "H", "H", "H"],
  "xyz": [[-0.6308, 3.6242, 1.8231], [-0.5616, 2.2518, 1.2293], [-0.1134, 1.9316, -0.3390], [-1.3771, 1.7634, -1.3697], [-1.8749, 3.0273, -2.2874], [-2.1629, 4.4136, -1.4608], [-3.4440, 4.3379, -0.4218], [-4.6473, 3.7147, -1.0088], [-5.1368, 2.5861, -0.2028], [-0.7169, 0.7603, -2.5300], [-0.9843, -0.6554, -2.1909], [-2.0953, -0.5232, -1.2096], [-2.7244, -1.4582, -0.4906], [-2.5142, 0.9003, -1.0131], [-0.0240, 4.5325, 1.4012], [-1.3912, 3.7658, 2.7295], [-0.7981, 1.3320, 1.9357], [0.4202, 0.8648, -0.2931], [0.7300, 2.6745, -0.7175], [-0.9884, 3.2477, -3.0559], [-2.8068, 2.6456, -2.9113], [-1.2321, 4.8502, -0.8895], [-2.4563, 5.2323, -2.2778], [-3.1410, 3.8802, 0.6195], [-3.7463, 5.4706, -0.1956], [-6.0630, 2.8603, 0.4963], [-5.5478, 1.7474, -0.9460], [-4.3297, 2.0599, 0.4611], [0.4576, 0.8052, -2.5452], [-1.0329, 1.0233, -3.6465], [-0.4550, -2.4815, 2.2767], [-0.3682, -2.2775, 3.7789], [0.9236, -2.6616, 4.2772], [1.9453, -1.7825, 4.0332], [1.8055, -0.7210, 3.4274], [3.2542, -2.2845, 4.6376], [3.5163, -3.5847, 4.3192], [3.2487, -2.2194, 5.9996], [4.3391, -1.5689, 4.2270], [-0.2077, -3.5156, 2.0159], [-1.4582, -2.2511, 1.9111], [0.2581, -1.8432, 1.7443], [-1.1046, -2.9202, 4.2746], [-0.6001, -1.2444, 4.0647], [1.4183, -3.8780, -2.4324], [1.9544, -2.4595, -2.3538], [3.1983, -2.4178, -1.6357], [4.2988, -2.8654, -2.3176], [4.2643, -3.2857, -3.4732], [5.5584, -2.7407, -1.4643], [5.3992, -3.2580, -0.2123], [5.9368, -1.4417, -1.2946], [6.6329, -3.3824, -2.0042], [1.3258, -4.3083, -1.4301], [0.4415, -3.8972, -2.9210], [2.0947, -4.5308, -2.9943], [1.2454, -1.8348, -1.7987], [2.0679, -2.0102, -3.3478]],
  "nbo_charge": [-0.44, -0.20, -0.50, 0.25, -0.43, -0.44, -0.08, -0.57, -0.28, -0.11, -0.51, 0.96, -0.57, -0.52, 0.22, 0.23, 0.23, 0.23, 0.25, 0.22, 0.25, 0.22, 0.22, 0.20, 0.19, 0.18, 0.20, 0.20, 0.20, 0.21, -0.65, -0.08, -0.48, 0.69, -0.53, 0.90, -0.31, -0.31, -0.30, 0.22, 0.24, 0.22, 0.20, 0.19, -0.64, -0.08, -0.48, 0.68, -0.53, 0.90, -0.31, -0.31, -0.30, 0.22, 0.23, 0.23, 0.20, 0.19],
  "smiles": "C=CC[C@@]1(CCCOC)COC(=O)O1.CCOC(=O)C(F)(F)F.CCOC(=O)C(F)(F)F",
  "gap_ev": 9.82
}

---

# 4
{
  "formula": "C4H10N2OS",
  "method": "ωB97M-V/def2-TZVPD",
  "elements": ["C", "C", "C", "C", "N", "N", "O", "S", "H", "H", "H", "H", "H", "H", "H", "H", "H", "H"],
  "xyz": [[-1.9519, 0.3706, -1.1812], [-1.5172, 1.3168, -0.0647], [-0.3487, -1.6655, -1.2485], [2.1730, -0.3314, 0.2048], [-1.1370, -0.7947, -0.9136], [1.9981, 0.9072, 1.0263], [-1.5266, -0.6972, 0.9451], [-2.5470, 2.1639, 0.7021], [-3.0788, 0.1818, -1.1966], [-1.6717, 0.7626, -2.1987], [-0.8719, -0.8378, 1.6264], [-0.4352, 1.3776, 0.0325], [0.1276, -2.4640, -0.6460], [2.2266, -1.2551, 0.7403], [1.3320, -0.5183, -0.4890], [3.0232, -0.4457, -0.4627], [2.8833, 1.1783, 1.4782], [1.3223, 0.7508, 1.6454]],
  "nbo_charge": [-0.30, -0.27, 0.14, -0.42, -0.14, -0.83, -0.92, 0.08, 0.26, 0.24, 0.45, 0.21, 0.24, 0.16, 0.17, 0.20, 0.37, 0.35],
  "gap_ev": 7.98,
  "de_lowest_kj_mol": 717.3
}

---

# 5
{
  "formula": "C2H6NS",
  "method": "ωB97M-V/def2-TZVPD",
  "elements": ["S", "H", "C", "C", "N", "H", "H", "H", "H", "H"],
  "xyz": [[1.9338, -2.8943, -0.4670], [1.6317, -4.1978, -0.5374], [-1.0145, 1.8352, 0.5048], [-0.0961, 1.1453, -0.1747], [-0.0168, -0.2232, -0.1198], [-1.8193, 1.3217, 0.9744], [-1.0306, 2.9125, 0.5066], [0.4432, 1.6762, -0.9489], [-0.7077, -0.6309, 0.4971], [0.6762, -0.9448, -0.2352]],
  "nbo_charge": [-0.09, 0.11, -0.53, 0.02, -0.84, 0.18, 0.20, 0.20, 0.36, 0.40],
  "gap_ev": [8.68, 4.92],
  "multiplicity": 2,
  "s2": 0.7527,
  "de_lowest_kj_mol": 122.3
}

---

# 6
{
  "formula": "C18H40Br6N4O4",
  "method": "ωB97M-V/def2-TZVPD",
  "elements": ["C", "N", "C", "C", "O", "H", "H", "H", "H", "H", "H", "H", "C", "N", "C", "C", "O", "H", "H", "H", "H", "H", "H", "H", "C", "N", "C", "C", "O", "H", "H", "H", "H", "H", "H", "H", "C", "N", "C", "C", "O", "H", "H", "H", "H", "H", "H", "H", "Br", "C", "C", "Br", "H", "H", "H", "H", "Br", "C", "C", "Br", "H", "H", "H", "H", "Br", "C", "C", "Br", "H", "H", "H", "H"],
  "xyz": [[-6.7579, -32.4925, -2.0086], [-6.5034, -31.6343, -3.1666], [-5.7745, -32.2520, -4.2333], [-6.9348, -30.3682, -3.2310], [-6.7302, -29.6468, -4.1791], [-5.8617, -32.5443, -1.3786], [-6.9546, -33.5162, -2.3318], [-7.6173, -32.1535, -1.4358], [-4.9991, -32.9079, -3.8433], [-6.4518, -32.8032, -4.8914], [-5.2767, -31.5392, -4.8894], [-7.5037, -30.0712, -2.3427], [-6.1567, -28.7804, -7.7658], [-6.5556, -27.4620, -8.1709], [-5.5520, -26.7842, -8.9660], [-7.7789, -26.9540, -8.0559], [-8.1182, -25.8875, -8.4882], [-5.2906, -28.7761, -7.1032], [-6.0709, -29.5270, -8.5630], [-6.9450, -29.1676, -7.1017], [-5.5621, -27.2590, -9.9547], [-5.6136, -25.7077, -9.0712], [-4.5629, -26.9859, -8.5493], [-8.4500, -27.6120, -7.4871], [-12.2177, -25.7380, -5.8979], [-11.1232, -24.9979, -5.2961], [-10.0603, -25.7641, -4.7102], [-11.0644, -23.6674, -5.3887], [-10.1610, -22.9935, -4.9928], [-11.9475, -26.1720, -6.8621], [-13.0641, -25.0576, -5.9730], [-12.5010, -26.5558, -5.2328], [-9.5272, -26.3903, -5.4218], [-9.3830, -25.1943, -4.0947], [-10.5271, -26.4979, -4.0358], [-11.9878, -23.2590, -5.8182], [-1.2361, -27.6702, -8.3583], [-1.6032, -28.8875, -9.0847], [-2.5938, -28.7836, -10.1169], [-1.1181, -30.0892, -8.6837], [-1.4336, -31.1530, -9.1621], [-0.4863, -27.8454, -7.5891], [-2.0924, -27.2880, -7.7887], [-0.8695, -26.9354, -9.0735], [-2.5196, -27.9216, -10.7865], [-2.4041, -29.6067, -10.8124], [-3.6041, -28.8312, -9.7139], [-0.3753, -29.9721, -7.8861], [-8.6502, -22.6937, -10.6184], [-9.7731, -23.0161, -9.0689], [-11.1660, -22.5032, -9.2764], [-11.1800, -20.5512, -9.4891], [-9.3298, -22.5334, -8.2053], [-9.7734, -24.0849, -8.8589], [-11.8594, -22.7799, -8.4951], [-11.5576, -22.8449, -10.2307], [-4.9314, -31.4621, -10.1275], [-4.7048, -33.3954, -9.8084], [-3.5334, -33.6364, -8.8678], [-3.9681, -32.9856, -7.0762], [-4.5446, -33.7677, -10.8144], [-5.6242, -33.8049, -9.4044], [-2.6561, -33.0786, -9.1776], [-3.3607, -34.7098, -8.8478], [-6.9114, -23.9204, -3.0939], [-7.2024, -22.6712, -4.5731], [-7.0029, -23.2611, -5.9383], [-5.1847, -23.8513, -6.2526], [-6.6088, -21.7668, -4.4409], [-8.2355, -22.3712, -4.4045], [-7.2873, -22.5352, -6.7014], [-7.7480, -24.0396, -6.1376]],
  "mulliken_charge": [-0.93, 0.17, -1.04, 0.11, -0.61, 0.31, 0.33, 0.33, 0.40, 0.35, 0.23, 0.28, -0.59, 0.20, -0.81, 0.13, -0.61, 0.27, 0.03, 0.25, 0.37, 0.32, 0.05, 0.35, -0.95, 0.20, -0.68, -0.04, -0.55, 0.29, 0.36, 0.32, 0.18, 0.12, 0.37, 0.37, -0.90, 0.16, -0.66, 0.11, -0.56, 0.32, 0.27, 0.31, 0.33, 0.40, -0.11, 0.30, -0.13, -0.31, -0.59, -0.16, 0.23, 0.17, 0.33, 0.45, -0.10, -0.67, -0.45, -0.09, 0.37, 0.38, 0.30, 0.39, -0.17, -0.52, -0.18, -0.16, 0.46, 0.28, 0.33, 0.01],
  "smiles": "CN(C)C=O.CN(C)C=O.CN(C)C=O.CN(C)C=O.BrCCBr.BrCCBr.BrCCBr",
  "gap_ev": 9.70,
  "de_lowest_kj_mol": 78.4
}